Density functional theory data (the ωB97M-V functional and the def2-TZVPD basis) for a 4-piece molecular cluster, C20H26BF9O13 overall at a distorted geometry.

Geometry as ORCA input:
```
! wB97M-V def2-TZVPD RIJCOSX def2/J DEFGRID3
* xyz 0 1
C 3.777 -2.663 -0.262
O 2.332 -2.477 -0.167
C 1.675 -3.113 -1.304
C 0.772 -2.102 -2.157
C 1.438 -0.671 -2.438
C 2.833 -0.715 -3.201
C 3.316 -1.539 -4.250
O 2.603 -2.581 -4.900
B 3.345 -3.821 -4.946
O 2.751 -5.019 -4.348
O 4.616 -4.007 -5.578
C 4.772 -0.928 -4.477
O 5.834 -1.412 -4.893
O 4.707 0.452 -4.038
C 3.946 0.358 -2.804
O 4.143 0.993 -1.758
H 4.284 -1.921 0.440
H 4.178 -2.439 -1.322
H 4.075 -3.732 0.063
H 2.469 -3.536 -2.031
H 0.996 -3.973 -0.936
H -0.198 -1.896 -1.566
H 0.478 -2.560 -3.159
H 1.563 -0.080 -1.453
H 0.659 -0.064 -3.041
H 1.946 -5.213 -4.895
H 4.803 -4.973 -5.686
C -3.630 1.959 1.575
C -2.569 1.038 2.144
O -2.793 -0.317 1.720
C -2.336 -0.635 0.493
O -1.772 0.134 -0.242
C -2.594 -2.109 0.195
F -3.837 -2.499 0.542
F -1.742 -2.915 0.865
F -2.453 -2.408 -1.111
H -4.630 1.600 1.834
H -3.508 2.972 1.960
H -3.577 1.995 0.485
H -2.628 1.040 3.234
H -1.562 1.369 1.876
C 1.845 -4.679 3.598
C 1.072 -3.441 3.187
O 0.934 -2.538 4.297
C 1.990 -1.734 4.539
O 3.007 -1.738 3.897
C 1.688 -0.798 5.706
F 1.107 -1.435 6.744
F 0.845 0.195 5.348
F 2.792 -0.204 6.195
H 1.379 -5.151 4.467
H 1.881 -5.400 2.780
H 2.869 -4.427 3.884
H 0.062 -3.723 2.884
H 1.536 -2.940 2.333
C -5.955 8.247 -0.278
C -5.086 7.762 0.866
O -4.525 6.474 0.565
C -3.416 6.478 -0.204
O -2.896 7.472 -0.639
C -2.901 5.054 -0.401
F -3.889 4.182 -0.692
F -2.290 4.584 0.709
F -2.006 4.957 -1.400
H -6.719 7.504 -0.522
H -6.445 9.187 -0.018
H -5.363 8.404 -1.182
H -5.697 7.636 1.763
H -4.301 8.482 1.110
*
```

## Properties
* SMILES: COCCCC1=C(OB(O)O)C(=O)OC1=O.CCOC(=O)C(F)(F)F.CCOC(=O)C(F)(F)F.CCOC(=O)C(F)(F)F
* frontier orbital gap: 9.5 eV
* LUMO energy: -0.52 eV
* largest force on an atom: 5.132 eV Å⁻¹
* HOMO energy: -9.99 eV
* E: -2679.5352 Ha

Mulliken atomic charge list, values in e, 2 entries: number 1, C, carries -0.62; number 2, O, carries -0.29